one.
Formula: C7H6N4S
Source: OMol25
Level of theory: ωB97M-V/def2-TZVPD

Each line ends with the Mulliken charge.
CARTESIAN COORDINATES (ANGSTROEM)
1 N -0.23335 -3.70303 -1.26065  -0.491
2 C -0.46951 -2.57775 -1.12082  -0.094
3 C -0.68152 -1.17854 -1.03776  0.132
4 C -0.99903 -0.33324 -2.02695  -0.143
5 N -0.98843 0.98120 -1.96672  -0.553
6 C -0.85094 1.54651 -0.82762  0.466
7 S -0.59046 3.26034 -0.92164  -0.216
8 C -0.67919 0.87713 0.52822  0.058
9 C 0.27317 1.53404 1.41713  0.006
10 N 1.07733 2.07645 2.01067  -0.417
11 C -0.19554 -0.60217 0.32248  -0.015
12 N 1.23887 -0.73837 0.42972  -0.552
13 H -1.25983 -0.80611 -2.96084  0.452
14 H -1.33621 3.80730 0.15711  0.185
15 H -1.65167 0.59956 1.07083  0.338
16 H -0.59972 -1.32307 1.13163  0.283
17 H 1.77552 -1.53956 -0.06230  0.296
18 H 1.72906 0.18449 0.12944  0.265

Output
LUMO energy	-1.244	eV
gap between HOMO and LUMO	8.2	eV
SMILES	N#CC1=CN=C(S)[C@H](C#N)[C@@H]1N

two.
Formula: C7H6N4S
Source: OMol25
Level of theory: ωB97M-V/def2-TZVPD

Each line ends with the Mulliken charge.
CARTESIAN COORDINATES (ANGSTROEM)
1 H 0.30052 1.81652 2.92037  0.241
2 N 0.60753 0.86166 2.73375  -0.600
3 C 0.88452 0.32912 1.58559  -0.298
4 C 1.20055 0.99448 0.25318  0.718
5 C 1.76891 2.26592 0.35899  -0.184
6 N 2.35523 3.25486 0.36225  -0.434
7 C 0.88165 0.39564 -0.91537  -0.550
8 C 0.29228 -0.96561 -1.01384  0.567
9 C 1.22710 -1.91618 -0.40339  -0.224
10 N 2.05033 -2.60482 0.02085  -0.468
11 C -1.01842 -1.09121 -0.36581  0.200
12 S -2.11864 0.35343 -0.71356  -0.224
13 N -1.39007 -2.05067 0.37056  -0.493
14 H -2.19733 -1.95498 0.88244  0.272
15 H 1.07813 -0.68255 1.66693  0.480
16 H 1.15452 0.96214 -1.78773  0.458
17 H 0.30439 -1.41822 -2.14114  0.382
18 H -1.78241 0.82733 -1.97474  0.159

Output
LUMO energy	-0.975	eV
gap between HOMO and LUMO	9.1	eV
SMILES	[H]/N=C\C(C#N)=C/[C@@H](C#N)/C(S)=N/[H]

Which structure loses on stability? two does.

one.
Formula: CH7N4O
Source: OMol25
Level of theory: ωB97M-V/def2-TZVPD

Each line ends with the Mulliken charge.
CARTESIAN COORDINATES (ANGSTROEM)
1 N 0.86683 -1.42759 1.19212  -0.525
2 N 0.07455 -1.47726 0.04727  0.019
3 N -0.91304 -0.35215 -0.38964  -0.566
4 C -0.34298 0.77414 -0.52107  0.790
5 N -1.09723 1.77279 -0.75656  -0.301
6 O 0.98137 0.92719 -0.36916  -0.512
7 H 1.37628 -0.59597 1.18582  0.266
8 H 0.33573 -1.64548 2.13798  0.302
9 H -0.51897 -2.35826 0.27620  0.394
10 H 0.74763 -1.75674 -0.69707  0.384
11 H -2.00617 1.57969 -0.96891  0.230
12 H -0.76640 2.72518 -0.84865  0.187
13 H 1.26241 1.83445 -0.28833  0.330

Output
LUMO energy	-3.337	eV
gap between HOMO and LUMO	11.1	eV
SMILES	N[NH2+]/N=C(/N)O
total charge	+1

two.
Formula: CH7N4O
Source: OMol25
Level of theory: ωB97M-V/def2-TZVPD

Each line ends with the Mulliken charge.
CARTESIAN COORDINATES (ANGSTROEM)
1 C 0.60675 -0.39664 -2.48383  0.563
2 N -0.09127 -0.66815 -3.40939  -0.360
3 N -1.02637 -0.81448 0.60837  -0.292
4 N -0.54683 0.25945 0.07907  -0.148
5 N 1.04108 0.80888 0.69589  -0.543
6 O 1.42971 -0.08146 -1.71735  -0.495
7 H -1.17445 1.10911 0.39697  0.343
8 H -0.84941 -1.21434 -3.79763  0.299
9 H -0.36935 -1.51134 0.24317  0.290
10 H -1.37058 -0.78345 1.49808  0.238
11 H 1.06859 1.68959 1.34269  0.358
12 H 1.51519 0.00271 1.01734  0.337
13 H 1.70219 1.13763 -0.13044  0.409

Output
LUMO energy	-4.005	eV
gap between HOMO and LUMO	10.7	eV
total charge	+1

Which structure loses on stability? two does.

one.
Formula: C26H30N2O3S
Source: OMol25
Level of theory: ωB97M-V/def2-TZVPD

Each line ends with the Mulliken charge.
CARTESIAN COORDINATES (ANGSTROEM)
1 C 1.89486 -3.99121 3.10221  0.037
2 C 1.03164 -4.08697 2.27820  -0.545
3 C -0.03994 -4.22645 1.29268  -0.570
4 C 0.21109 -3.39126 0.05389  0.520
5 C 1.47095 -3.42509 -0.54043  -0.623
6 C 1.76453 -2.68775 -1.67187  -0.974
7 C 0.80015 -1.87269 -2.24617  -0.719
8 C -0.44543 -1.80419 -1.64948  0.427
9 C -0.74937 -2.55917 -0.51783  0.540
10 C -2.12335 -2.38908 0.04174  -0.424
11 O -2.73189 -3.28410 0.58535  -0.624
12 C -2.69937 -1.01491 -0.06587  0.641
13 C -3.55694 -0.55364 1.07639  -2.105
14 C -2.91881 0.57279 1.89280  1.747
15 C -1.50451 0.21902 2.36487  -1.582
16 C -3.81751 0.94032 3.09078  -1.523
17 C -2.40297 -0.29364 -1.15211  1.096
18 C -2.87865 1.10208 -1.43913  -1.687
19 C -1.71191 2.07999 -1.21878  -0.189
20 C -0.89697 2.41152 -2.49332  -1.371
21 C 0.60913 2.33741 -2.26606  -0.204
22 C 1.19670 3.52294 -1.47119  -1.361
23 C 1.43763 3.23175 0.00636  -0.320
24 C 2.60187 2.27306 0.36347  -0.770
25 S 3.57499 1.80043 -1.09155  -0.164
26 C 4.66568 0.71649 -0.28328  0.521
27 N 4.52767 0.24069 0.90724  -0.115
28 N 5.64309 -0.57300 1.11977  -0.622
29 C 6.32990 -0.52105 0.04295  0.037
30 O 5.78701 0.28240 -0.89682  -0.312
31 C -1.49335 -0.89285 -2.17673  0.423
32 O -1.57125 -0.60476 -3.34995  -0.598
33 H 2.66138 -3.94180 3.83334  0.433
34 H -0.10308 -5.27542 1.00220  0.363
35 H -0.98040 -3.96556 1.76346  0.296
36 H 2.25113 -4.03110 -0.10009  0.471
37 H 2.74994 -2.72716 -2.11288  0.470
38 H 0.99678 -1.28045 -3.12772  0.541
39 H -3.73503 -1.39893 1.74078  0.465
40 H -4.53591 -0.23651 0.71145  0.486
41 H -2.82897 1.47312 1.28664  -0.238
42 H -0.90703 -0.25746 1.58789  0.174
43 H -0.97572 1.13321 2.64217  0.399
44 H -1.51949 -0.40838 3.25399  0.495
45 H -3.40199 0.56904 4.02463  0.309
46 H -3.89978 2.02166 3.19187  0.380
47 H -4.82801 0.55314 2.97427  0.406
48 H -3.72986 1.32946 -0.80229  0.383
49 H -3.23225 1.13306 -2.46977  0.560
50 H -2.06412 3.01156 -0.77598  0.626
51 H -1.04353 1.62625 -0.48540  -0.136
52 H -1.18122 1.74004 -3.29891  0.497
53 H -1.16981 3.41801 -2.81297  0.600
54 H 1.11228 2.27446 -3.23163  0.359
55 H 0.84091 1.40231 -1.75106  0.199
56 H 0.48775 4.35056 -1.53046  0.521
57 H 2.10686 3.87833 -1.95228  0.491
58 H 1.62978 4.17742 0.51218  0.459
59 H 0.53458 2.82258 0.45315  -0.050
60 H 3.27840 2.73720 1.07378  0.658
61 H 2.23254 1.36475 0.82796  0.363
62 H 7.24924 -1.05252 -0.11647  0.434

Output
LUMO energy	-0.682	eV
gap between HOMO and LUMO	8.3	eV
SMILES	C#CCc1cccc2c1C(=O)C(CC(C)C)=C(CCCCCCCSc1nnco1)C2=O

two.
Formula: C26H30N2O3S
Source: OMol25
Level of theory: ωB97M-V/def2-TZVPD

Each line ends with the Mulliken charge.
CARTESIAN COORDINATES (ANGSTROEM)
1 C 3.08618 5.43707 3.70718  -1.503
2 C 3.61209 4.48971 4.73568  1.001
3 C 4.28298 4.97131 5.85362  -0.727
4 C 4.83168 4.12226 6.79621  -0.628
5 C 4.72934 2.75183 6.62817  -0.574
6 C 4.05559 2.24939 5.53288  -0.626
7 C 3.47818 3.10464 4.59876  0.402
8 N 2.81327 2.53076 3.49662  -0.050
9 C 1.53865 2.82456 3.09107  0.402
10 O 0.83130 3.64041 3.64656  -0.620
11 C 1.08326 2.05001 1.90505  0.314
12 C 1.95327 1.52203 0.95419  -0.647
13 C 1.46172 0.84031 -0.13936  -1.142
14 C 0.08703 0.66014 -0.31275  0.952
15 N -0.36060 -0.07683 -1.39952  -0.151
16 S -1.87532 -0.14107 -2.15696  1.189
17 O -1.71129 0.45624 -3.45053  -0.755
18 O -2.87750 0.39314 -1.28704  -0.668
19 C -2.03632 -1.91009 -2.36917  -0.275
20 C -2.04689 -2.35475 -3.67409  -0.252
21 C -2.13716 -3.71184 -3.96334  0.019
22 C -2.15917 -4.16759 -5.41232  2.110
23 C -0.86550 -3.70527 -6.09707  -1.635
24 C -3.37052 -3.53374 -6.10970  -1.633
25 C -2.26264 -5.68872 -5.55049  -2.126
26 C -2.19761 -4.58213 -2.88217  -0.405
27 C -2.18166 -4.14163 -1.56420  0.432
28 C -2.24066 -5.14103 -0.44839  -1.945
29 C -2.11032 -2.77245 -1.28519  0.848
30 C -2.09732 -2.25525 0.11673  -2.134
31 C -0.78702 1.20069 0.62937  0.098
32 C -0.28775 1.89178 1.71282  -1.158
33 H 3.32537 5.08554 2.70392  0.303
34 H 2.00028 5.49941 3.77826  0.296
35 H 3.50777 6.42903 3.84857  0.455
36 H 4.38567 6.04001 5.97603  0.354
37 H 5.34899 4.52725 7.65302  0.376
38 H 5.16733 2.07726 7.34857  0.373
39 H 3.96312 1.18036 5.39573  0.380
40 H 3.18994 1.64629 3.18733  0.324
41 H 3.02079 1.66964 1.03852  0.468
42 H 2.14413 0.44532 -0.87917  0.331
43 H 0.35432 -0.28223 -2.08099  0.220
44 H -1.98520 -1.60665 -4.44695  0.745
45 H -0.77433 -2.62325 -6.07657  0.332
46 H 0.00041 -4.13299 -5.59574  0.381
47 H -0.85733 -4.02922 -7.13535  0.446
48 H -3.41127 -3.85190 -7.14908  0.444
49 H -4.29115 -3.84079 -5.61820  0.397
50 H -3.31626 -2.44940 -6.08562  0.329
51 H -3.17812 -6.06145 -5.09734  0.424
52 H -2.27857 -5.95499 -6.60507  0.424
53 H -1.40890 -6.18356 -5.09331  0.427
54 H -2.25930 -5.64529 -3.05131  0.442
55 H -3.17191 -5.03805 0.10785  0.375
56 H -2.18687 -6.15451 -0.83677  0.374
57 H -1.41739 -4.98990 0.24731  0.365
58 H -2.43678 -1.22611 0.13868  0.342
59 H -2.74340 -2.85246 0.75538  0.550
60 H -1.08729 -2.29468 0.52612  0.290
61 H -1.84936 1.10213 0.48810  0.488
62 H -0.95792 2.32781 2.43797  0.428

Output
LUMO energy	0.463	eV
gap between HOMO and LUMO	9.0	eV
SMILES	Cc1ccccc1NC(=O)c1ccc(NS(=O)(=O)c2cc(C(C)(C)C)cc(C)c2C)cc1

Which structure loses on stability? one does.

one.
Formula: CH11O5
Source: OMol25
Level of theory: ωB97M-V/def2-TZVPD

Each line ends with the Mulliken charge.
CARTESIAN COORDINATES (ANGSTROEM)
1 C 0.49635 -0.34331 1.63018  -0.589
2 O 0.97546 0.14645 0.38809  -0.596
3 H 0.02416 -1.32037 1.49514  0.287
4 H -0.30535 0.31826 1.96227  0.177
5 H 1.28701 -0.44478 2.37596  0.273
6 H 3.19458 2.14413 0.63105  0.286
7 H 2.55612 0.89070 1.15347  0.461
8 O 3.39614 1.36663 1.15691  -0.670
9 H 0.40169 -0.16946 -0.34156  0.336
10 H -0.31504 -1.62399 -2.06380  0.115
11 O -0.79412 -1.09801 -1.43834  -1.016
12 H -1.72823 -1.52498 -0.30580  0.439
13 H -3.20988 -1.07761 0.28744  0.238
14 O -2.45175 -1.63416 0.39975  -0.721
15 H -1.51592 1.73748 -1.02760  0.280
16 H -0.98901 0.60782 -1.85189  0.407
17 O -1.40719 1.51611 -1.95090  -0.707

Output
LUMO energy	3.798	eV
gap between HOMO and LUMO	8.9	eV
total charge	-1

two.
Formula: CH11O5
Source: OMol25
Level of theory: ωB97M-V/def2-TZVPD

Each line ends with the Mulliken charge.
CARTESIAN COORDINATES (ANGSTROEM)
1 C -0.21251 -0.90347 -1.01243  -0.628
2 O 0.76648 -0.21449 -0.23594  -0.890
3 H -0.95111 -0.15454 -1.35786  0.247
4 H 0.21291 -1.44691 -1.89262  0.230
5 H -0.80111 -1.62334 -0.30339  0.174
6 H -3.57180 0.12138 1.72905  0.296
7 H -2.37292 -0.74342 2.05739  0.363
8 O -3.32902 -0.48786 2.42582  -0.672
9 H 2.02769 0.05137 -0.61558  0.407
10 H 3.43181 -0.37735 -0.52925  0.263
11 O 2.97822 0.38088 -0.94662  -0.764
12 H 0.16049 -0.09607 2.86409  0.241
13 H 0.05726 -0.11572 1.22225  0.462
14 O -0.45903 -0.19433 2.13883  -0.696
15 H 0.79519 1.31375 -1.34842  0.362
16 H 0.90807 2.35684 -2.47159  0.294
17 O 0.35938 2.13328 -1.72374  -0.689

Output
LUMO energy	3.944	eV
gap between HOMO and LUMO	8.9	eV
total charge	-1

Which structure loses on stability? two does.

one.
Formula: C12H18N2
Source: OMol25
Level of theory: ωB97M-V/def2-TZVPD

Each line ends with the Mulliken charge.
CARTESIAN COORDINATES (ANGSTROEM)
1 C 0.34794 -1.10079 -2.11871  -0.711
2 C -0.90176 -0.72771 -1.55880  -0.415
3 C 1.44486 -0.41042 -1.73916  -1.080
4 C -1.13815 0.25733 -0.67372  1.135
5 C -2.91257 1.67463 -0.07749  -1.025
6 C 0.81669 -0.42066 2.29167  -0.931
7 C -2.39362 0.48850 -0.02235  0.093
8 C 0.93992 -0.78045 1.08021  0.689
9 C -0.01025 1.28659 -0.43524  -1.283
10 C 1.26794 0.50408 -0.52583  0.807
11 C -3.08274 -0.78508 0.43185  -1.315
12 C 1.09799 -2.20901 0.58952  -1.198
13 N 2.71489 2.26039 0.60189  -0.513
14 N 2.57092 1.07773 -0.24606  -0.157
15 H 0.28585 -1.66324 -2.99295  0.547
16 H -1.69941 -1.40323 -1.89774  0.387
17 H 2.46915 -0.54086 -2.10450  0.420
18 H -3.86590 1.82520 0.37325  0.358
19 H -2.37109 2.62860 -0.42953  0.227
20 H 0.82757 -1.02057 3.21170  0.317
21 H 0.60693 0.62798 2.58492  0.209
22 H 0.01568 1.98282 -1.39486  0.402
23 H -0.11959 1.93801 0.36602  0.368
24 H -2.88218 -1.52716 -0.27438  0.340
25 H -4.10425 -0.65051 0.59976  0.438
26 H -2.54179 -0.98725 1.37152  0.290
27 H 1.01315 -2.99279 1.38490  0.424
28 H 0.18860 -2.43094 -0.06071  0.202
29 H 2.01077 -2.36963 0.06379  0.275
30 H 3.12973 2.98956 0.10447  0.186
31 H 3.06410 2.18219 1.56769  0.197
32 H 3.21063 0.29668 -0.07112  0.319

Output
LUMO energy	0.520	eV
gap between HOMO and LUMO	8.2	eV

two.
Formula: C12H18N2
Source: OMol25
Level of theory: ωB97M-V/def2-TZVPD

Each line ends with the Mulliken charge.
CARTESIAN COORDINATES (ANGSTROEM)
1 C 3.48022 -1.44399 1.04469  -0.938
2 C 3.21960 -0.98064 -0.42310  -0.763
3 C 2.19724 0.17304 -0.43719  0.207
4 C 2.54398 1.52006 -0.19277  -0.326
5 N 1.60938 2.47493 -0.24097  -0.608
6 C 0.34655 2.20941 -0.51258  -0.602
7 C -0.12299 0.89583 -0.66863  0.632
8 C -1.59564 0.72761 -0.79384  -0.424
9 C -1.93712 -0.49352 -1.63709  -1.316
10 C -2.41071 -1.53791 -0.60064  -0.482
11 C -2.11945 -1.00818 0.77481  -0.575
12 N -2.25333 0.41739 0.45016  0.058
13 C -2.26616 1.37531 1.60636  -0.907
14 C 0.84773 -0.10810 -0.59238  0.015
15 H 4.05001 -2.33188 1.05850  0.395
16 H 2.43553 -1.54719 1.60775  0.202
17 H 3.92016 -0.48576 1.53364  0.269
18 H 4.23243 -0.57382 -0.85707  0.301
19 H 2.90993 -1.84009 -1.10503  0.365
20 H 3.53913 1.94585 0.18064  0.331
21 H -0.40732 3.04593 -0.76360  0.253
22 H -1.94929 1.61586 -1.22563  0.770
23 H -2.86058 -0.25681 -2.20183  0.378
24 H -1.19488 -0.84408 -2.27407  0.426
25 H -1.90386 -2.56549 -0.66004  0.302
26 H -3.58544 -1.60996 -0.57744  0.316
27 H -2.91761 -1.34784 1.48215  0.381
28 H -1.15977 -1.30112 1.21772  0.207
29 H -2.32135 2.39751 1.01967  0.306
30 H -1.42690 1.38304 2.34812  0.259
31 H -3.28764 1.22746 2.19094  0.311
32 H 0.38815 -1.13288 -0.75125  0.258

Output
LUMO energy	0.877	eV
gap between HOMO and LUMO	9.2	eV
SMILES	CCc1cncc([C@H]2CCCN2C)c1

Which structure loses on stability? one does.

one.
Formula: C8H9NS
Source: OMol25
Level of theory: ωB97M-V/def2-TZVPD

Each line ends with the Mulliken charge.
CARTESIAN COORDINATES (ANGSTROEM)
1 C 1.60811 -2.36848 0.59175  -1.020
2 C 0.85385 -1.31592 0.58510  -0.280
3 C -0.03068 -0.38725 0.34842  0.807
4 C -1.05791 -0.14091 1.34323  -0.504
5 C -1.97974 0.82701 1.27182  -0.595
6 C -1.98524 1.82910 0.33477  -0.305
7 C -1.24677 1.64684 -0.77406  -0.731
8 C -0.25984 0.48815 -0.82631  0.307
9 S 1.51266 1.35417 -0.96374  0.017
10 N 2.24239 -0.05689 -1.50208  -0.604
11 H 2.57499 -2.32002 1.04912  0.321
12 H 1.30170 -3.28519 0.22094  0.284
13 H -0.98122 -0.94681 2.14612  0.263
14 H -2.56628 0.86700 2.16182  0.334
15 H -2.59224 2.61345 0.38658  0.547
16 H -1.24576 2.48975 -1.52464  0.309
17 H -0.28368 -0.13086 -1.75556  0.240
18 H 2.24823 -0.75418 -0.72531  0.313
19 H 1.88742 -0.40895 -2.36796  0.298

Output
LUMO energy	0.097	eV
gap between HOMO and LUMO	7.9	eV
SMILES	C=C=C1C=CC=C[C@H]1SN

two.
Formula: C8H9NS
Source: OMol25
Level of theory: ωB97M-V/def2-TZVPD

Each line ends with the Mulliken charge.
CARTESIAN COORDINATES (ANGSTROEM)
1 S 3.45830 1.15116 0.75544  -0.363
2 C 2.83251 -0.26837 0.94693  0.158
3 C 2.63044 -1.52731 1.31086  -0.197
4 C 1.54429 -2.43494 1.08916  -0.105
5 C 0.38307 -2.23542 0.45683  -0.738
6 C -0.20824 -0.93583 0.09593  0.292
7 N 0.43404 0.15917 -0.14374  -0.444
8 C -0.01064 1.42148 -0.55075  0.035
9 C -1.30668 1.97496 -0.20678  -0.575
10 C -1.06510 1.52572 -1.57967  -0.741
11 H 3.48299 -1.83989 1.86892  0.331
12 H 1.78587 -3.45600 1.47786  0.251
13 H -0.26249 -3.05264 0.40015  0.330
14 H -1.28990 -1.06328 0.12481  0.297
15 H 0.90998 1.93309 -0.53599  0.400
16 H -1.25587 2.99427 0.11468  0.246
17 H -1.88705 1.28842 0.32414  0.255
18 H -1.53791 0.62362 -1.90721  0.264
19 H -0.95369 2.27530 -2.23963  0.303

Output
LUMO energy	0.089	eV
gap between HOMO and LUMO	7.8	eV
SMILES	S=C=C/C=C\C=N\C1CC1

Which structure loses on stability? one does.